Arrangement i

# C5H16O2

A 3-piece molecular cluster, C5H16O2 overall (wB97M-V/def2-TZVPD, the OMol25 dataset).

- HOMO energy: -0.4095 Eh
- Frontier orbital gap: 11.70 eV
- SMILES string: CCCCC.O.O
- E_LUMO: 0.6 eV

Cartesian coordinates (Å):
C1 -1.14 -1.75 1.39
C2 -0.23 -0.56 1.30
C3 -0.70 0.66 0.49
C4 0.30 1.80 0.61
C5 0.08 2.63 1.88
H1 -2.14 -1.66 1.82
H2 -0.70 -2.61 1.92
H3 -1.34 -2.22 0.44
H4 0.74 -0.80 0.85
H5 -0.12 -0.28 2.32
H6 -0.76 0.37 -0.55
H7 -1.70 0.92 0.79
H8 1.33 1.42 0.56
H9 0.24 2.47 -0.23
H10 0.30 3.68 1.70
H11 -0.95 2.63 2.16
H12 0.71 2.36 2.70
H13 2.89 0.12 -2.37
H14 1.61 0.61 -1.89
O1 1.96 -0.16 -2.37
H15 -0.70 -1.70 -1.76
H16 -0.21 -1.76 -3.19
O2 -0.65 -2.30 -2.51

=====

Arrangement ii

# C5H16O2

A 3-piece molecular cluster, C5H16O2 overall (wB97M-V/def2-TZVPD, the OMol25 dataset).

- HOMO energy: -0.3958 Eh
- Frontier orbital gap: 11.25 eV
- SMILES string: CCC(C)C.O.O
- E_LUMO: 0.5 eV

Cartesian coordinates (Å):
C1 -1.64 2.54 0.78
C2 -1.22 1.08 0.95
C3 -1.16 0.31 -0.38
C4 -1.14 -1.20 -0.16
C5 -0.03 0.80 -1.26
H1 -1.01 3.09 0.10
H2 -2.68 2.65 0.48
H3 -1.53 2.99 1.76
H4 -0.18 1.06 1.27
H5 -1.84 0.55 1.65
H6 -2.13 0.55 -0.86
H7 -1.72 -1.76 -0.90
H8 -1.60 -1.42 0.80
H9 -0.15 -1.65 -0.18
H10 -0.20 1.84 -1.55
H11 -0.10 0.25 -2.21
H12 0.94 0.66 -0.82
H13 2.31 -1.19 1.54
H14 2.70 -2.66 1.25
O1 3.05 -1.81 1.55
H15 2.86 -2.88 -1.60
H16 3.37 -1.84 -0.64
O2 3.09 -1.95 -1.56

=====

What are the relative energies? In eV: arrangement i 0.244; arrangement ii 0.000.